# 1
Formula: C2HO2S2
Source: the Open Molecules 2025 dataset
Level of theory: ωB97M-V/def2-TZVPD

The geometry in ORCA input format:
```
! wB97M-V def2-TZVPD RIJCOSX def2/J DEFGRID3
* xyz -1 3
C 1.07884 -1.70369 -0.06391
C -0.12867 -0.49459 0.74337
O 1.38028 -1.29296 -1.13451
O 1.22211 -2.57445 0.71995
S -1.96382 -0.52981 0.56071
S -0.86583 -0.28448 2.27831
H 0.03127 0.41648 0.22739
*
```

The frontier orbital gap (spin up / spin down) comes out at 4.991 / 5.720 eV. The calculation puts the energy above the lowest of the compared OMol25 structures with the same formula, charge and spin at 121.0 kJ/mol. As for the total energy: -27853.5236 eV.

# 2
Formula: C2HO3S
Source: the Open Molecules 2025 dataset
Level of theory: ωB97M-V/def2-TZVPD

The geometry in ORCA input format:
```
! wB97M-V def2-TZVPD RIJCOSX def2/J DEFGRID3
* xyz -1 1
C -0.60700 -1.03372 0.45225
C 2.77691 0.29133 0.03191
O 2.70559 0.02283 1.19192
O 3.48177 0.87475 -0.73111
O 1.74606 -0.63115 -0.96732
S 0.76058 -1.67391 -0.11898
H -0.77377 -0.05882 0.26793
*
```

The frontier orbital gap comes out at 8.618 eV. The calculation puts the energy above the lowest of the compared OMol25 structures with the same formula, charge and spin at 242.1 kJ/mol. As for the total energy: -19067.2346 eV.

# 3
Formula: C2HO3Sr
Source: the Open Molecules 2025 dataset
Level of theory: ωB97M-V/def2-TZVPD

The geometry in ORCA input format:
```
! wB97M-V def2-TZVPD RIJCOSX def2/J DEFGRID3
* xyz 2 2
C -0.69456 -1.67013 -0.22448
O -1.66983 -0.95915 -0.27070
C -0.21389 1.37017 -0.05632
O 0.85572 0.80169 -0.02440
O -1.00974 2.19308 -0.01851
Sr 3.27302 0.77248 0.09739
H -0.54071 -2.50814 0.49702
*
```

The frontier orbital gap (spin up / spin down) comes out at 4.920 / 9.617 eV. The calculation puts the energy above the lowest of the compared OMol25 structures with the same formula, charge and spin at 156.6 kJ/mol. As for the total energy: -9049.1229 eV.

# 4
Formula: C2HO4S
Source: the Open Molecules 2025 dataset
Level of theory: ωB97M-V/def2-TZVPD

The geometry in ORCA input format:
```
! wB97M-V def2-TZVPD RIJCOSX def2/J DEFGRID3
* xyz -1 1
C -0.06547 -0.74850 0.67321
C -0.75545 1.10879 -1.64285
O -0.98460 -0.23397 -0.00695
O 0.37601 1.22341 -1.52869
O -1.82444 1.33349 -1.94058
O 2.06999 -0.98330 2.21285
S 1.04581 0.02719 1.74130
H 0.13816 -1.72711 0.49171
*
```

The frontier orbital gap comes out at 6.705 eV. The calculation puts the energy above the lowest of the compared OMol25 structures with the same formula, charge and spin at 42.5 kJ/mol. As for the total energy: -21116.2759 eV.

# 5
Formula: C2HO4S
Source: the Open Molecules 2025 dataset
Level of theory: ωB97M-V/def2-TZVPD

The geometry in ORCA input format:
```
! wB97M-V def2-TZVPD RIJCOSX def2/J DEFGRID3
* xyz -1 1
C -1.13650 -0.22205 0.54636
C 0.38434 1.03907 -1.44352
O -0.91790 0.92345 0.24112
O -2.12681 -0.87436 0.75873
O 1.91893 -0.42598 0.91835
O -0.29410 0.44153 -2.17719
S 0.49523 -1.30667 0.55954
H 1.67680 0.42501 0.59661
*
```

The frontier orbital gap comes out at 7.948 eV. The calculation puts the energy above the lowest of the compared OMol25 structures with the same formula, charge and spin at 62.3 kJ/mol. As for the total energy: -21116.0705 eV.

# 6
Formula: C2HO5
Source: the Open Molecules 2025 dataset
Level of theory: ωB97M-V/def2-TZVPD

The geometry in ORCA input format:
```
! wB97M-V def2-TZVPD RIJCOSX def2/J DEFGRID3
* xyz -1 1
C -0.77295 -1.05906 0.12753
C -1.41547 0.32460 0.31470
O -1.27892 -2.14614 0.21303
O 0.53544 -0.86811 -0.09265
O -2.71912 0.27821 -0.89952
O -2.74812 0.36732 0.54345
O -0.61957 1.27287 0.35548
H 0.61395 0.13067 -0.04466
*
```

The frontier orbital gap comes out at 8.314 eV. The calculation puts the energy above the lowest of the compared OMol25 structures with the same formula, charge and spin at 75.0 kJ/mol. As for the total energy: -12326.2364 eV.

# 7
Formula: C2HOS2
Source: the Open Molecules 2025 dataset
Level of theory: ωB97M-V/def2-TZVPD

The geometry in ORCA input format:
```
! wB97M-V def2-TZVPD RIJCOSX def2/J DEFGRID3
* xyz -1 1
O -1.39121 0.15580 1.44956
C -0.74422 0.02233 0.41019
S -1.08245 -0.79730 -1.04276
C 0.60467 0.09756 -0.12177
S 1.47212 1.33210 -0.61359
H 1.14108 -0.81049 -0.08164
*
```

The frontier orbital gap comes out at 7.253 eV. The calculation puts the energy above the lowest of the compared OMol25 structures with the same formula, charge and spin at 28.5 kJ/mol. As for the SMILES: O=C1S[C@H]1[S-]. As for the total energy: -25808.5250 eV.

# 8
Formula: C2HOS2
Source: the Open Molecules 2025 dataset
Level of theory: ωB97M-V/def2-TZVPD

The geometry in ORCA input format:
```
! wB97M-V def2-TZVPD RIJCOSX def2/J DEFGRID3
* xyz -1 1
C -0.70296 -0.08797 -0.11916
C 0.73701 -0.02245 -0.30781
O 1.48642 -0.63157 -1.10786
S -1.28851 -1.32312 0.77540
S 1.16799 1.15742 0.82807
H -1.39995 0.90768 -0.06864
*
```

The frontier orbital gap comes out at 7.377 eV. The calculation puts the energy above the lowest of the compared OMol25 structures with the same formula, charge and spin at 28.5 kJ/mol. As for the total energy: -25808.5251 eV.

# 9
Formula: C2HOS2
Source: the Open Molecules 2025 dataset
Level of theory: ωB97M-V/def2-TZVPD

The geometry in ORCA input format:
```
! wB97M-V def2-TZVPD RIJCOSX def2/J DEFGRID3
* xyz -1 1
C -0.81864 -0.34975 -0.78652
C 0.76276 0.28718 1.24167
O 0.41161 1.18189 1.93106
S 1.90844 -0.59378 0.66051
S -2.23954 0.22968 -1.48103
H -0.02463 -0.75522 -1.56569
*
```

The frontier orbital gap (spin up / spin down) comes out at 5.640 / 5.638 eV. The calculation puts the energy above the lowest of the compared OMol25 structures with the same formula, charge and spin at 200.5 kJ/mol. As for the total energy: -25806.7428 eV.

# 10
Formula: C2HP
Source: the Open Molecules 2025 dataset
Level of theory: ωB97M-V/def2-TZVPD

The geometry in ORCA input format:
```
! wB97M-V def2-TZVPD RIJCOSX def2/J DEFGRID3
* xyz 0 3
C -0.59861 0.76251 -1.66828
C -0.31931 0.28910 -0.62695
P -1.38543 1.51571 -3.21111
H -0.11119 0.06061 0.36262
*
```

The frontier orbital gap (spin up / spin down) comes out at 10.169 / 9.779 eV. The calculation puts the energy above the lowest of the compared OMol25 structures with the same formula, charge and spin at 20.5 kJ/mol. As for the total energy: -11374.6994 eV.

# 11
Formula: C2I2N2O2
Source: the Open Molecules 2025 dataset
Level of theory: ωB97M-V/def2-TZVPD

The geometry in ORCA input format:
```
! wB97M-V def2-TZVPD RIJCOSX def2/J DEFGRID3
* xyz 0 3
C 0.19965 -0.16774 1.04971
C 1.33934 0.00704 0.35153
N -1.00440 -0.10165 1.29759
N -1.30141 0.07818 -1.02119
O -2.09157 0.06754 -1.89191
O -1.91048 -0.08508 0.26667
I 2.54800 -1.69151 -0.07736
I 2.22087 1.89320 0.02496
*
```

The frontier orbital gap (spin up / spin down) comes out at 5.291 / 6.306 eV. The calculation puts the energy above the lowest of the compared OMol25 structures with the same formula, charge and spin at 0.0 kJ/mol. As for the total energy: -25340.7762 eV.

# 12
Formula: C2N2
Source: the Open Molecules 2025 dataset
Level of theory: ωB97M-V/def2-TZVPD

The geometry in ORCA input format:
```
! wB97M-V def2-TZVPD RIJCOSX def2/J DEFGRID3
* xyz 0 1
N -1.43122 -0.31232 -0.45757
C -0.67069 -0.07908 0.40204
C 0.87916 0.19237 0.58994
N 1.22276 0.19903 -0.53441
*
```

The frontier orbital gap comes out at 10.307 eV. The calculation puts the energy above the lowest of the compared OMol25 structures with the same formula, charge and spin at 257.4 kJ/mol. As for the SMILES: N#CC#N. As for the total energy: -5049.8962 eV.

# 13
Formula: C2N2O4S2
Source: the Open Molecules 2025 dataset
Level of theory: ωB97M-V/def2-TZVPD

The geometry in ORCA input format:
```
! wB97M-V def2-TZVPD RIJCOSX def2/J DEFGRID3
* xyz 0 1
C -1.90470 -0.94308 0.11898
C 2.05484 -0.81037 -0.37537
N -2.42731 -1.94600 0.28215
N 1.61683 -1.86669 -0.36713
O -1.95472 1.34444 1.15794
O -2.14821 1.14755 -1.25093
O 3.49417 0.91611 0.88854
O 0.01783 0.58170 -0.06799
S -1.53100 0.77882 -0.04903
S 2.78228 0.79751 -0.33717
*
```

The frontier orbital gap (spin up / spin down) comes out at 5.176 / 7.498 eV. The calculation puts the energy above the lowest of the compared OMol25 structures with the same formula, charge and spin at 367.1 kJ/mol. As for the total energy: -34907.5966 eV.

# 14
Formula: C2N2O5S
Source: the Open Molecules 2025 dataset
Level of theory: ωB97M-V/def2-TZVPD

The geometry in ORCA input format:
```
! wB97M-V def2-TZVPD RIJCOSX def2/J DEFGRID3
* xyz 0 1
C 2.17993 0.98950 0.26640
C 1.14892 -1.28220 -0.26716
N 1.36162 1.75529 -0.22087
N 0.40399 -0.43705 -0.69286
O 1.57755 -2.31656 -0.02505
O 2.52644 -0.04081 0.67634
O 0.15270 0.85331 -0.61663
O -3.44633 -0.24776 -0.77814
O -2.41594 0.19798 1.26520
S -3.48889 0.52830 0.39276
*
```

The frontier orbital gap comes out at 8.344 eV. The calculation puts the energy above the lowest of the compared OMol25 structures with the same formula, charge and spin at 104.7 kJ/mol. As for the total energy: -26120.2273 eV.